A molecular structure, C38H48As3CoN5O10S2, computed with the ωB97M-V functional and the def2-TZVPD basis.

XYZ file:
```
107
Properties=species:S:1:pos:R:3
Co 1.554 -0.241 -0.402
S 2.920 7.067 -0.674
N 3.509 5.994 0.359
C 2.923 4.842 0.062
C 3.183 3.568 0.695
C 4.198 3.354 1.624
C 4.387 2.083 2.131
C 3.576 1.054 1.653
N 2.619 1.254 0.768
C 2.407 2.483 0.260
C 1.426 2.582 -0.823
N 0.774 1.445 -1.167
C -0.291 1.541 -2.122
C -0.123 2.664 -3.112
C 0.546 3.765 -2.738
C 1.277 3.768 -1.487
C 1.984 4.930 -1.016
N 1.896 6.152 -1.515
H 4.815 4.185 1.943
H 5.152 1.894 2.870
H 3.701 0.030 2.003
H -0.351 0.572 -2.610
H -0.552 2.550 -4.098
H 0.668 4.613 -3.403
C -1.099 -0.914 3.303
As 0.136 -1.972 2.332
C -0.199 -3.837 2.424
C 1.768 -1.782 3.263
O 0.383 -1.480 0.741
H -1.928 -1.481 3.723
H -1.508 -0.143 2.653
H -0.571 -0.420 4.117
H -0.724 -4.072 3.341
H 0.743 -4.362 2.464
H -0.785 -4.157 1.574
H 1.642 -2.195 4.273
H 2.016 -0.719 3.351
H 2.546 -2.317 2.731
C -4.629 -3.340 2.721
O -4.614 -2.211 1.821
C -3.491 -1.955 1.192
O -2.513 -2.672 1.217
C -3.449 -0.715 0.391
C -4.021 0.396 0.847
As -3.949 2.228 0.109
C -3.929 3.207 1.769
C -2.054 2.225 -0.316
C -1.702 1.716 -1.485
As -2.101 -1.125 -0.988
C -2.953 -2.699 -1.714
C -2.775 1.165 -2.390
O -3.026 -0.071 -2.369
O -3.447 1.870 -3.215
C -3.408 3.320 -3.258
C -1.143 2.866 0.674
O -0.873 4.024 0.610
O -0.763 2.038 1.666
C 0.010 2.637 2.739
C -4.699 0.377 2.208
O -4.023 0.395 3.198
O -6.030 0.419 2.258
C -6.809 0.266 1.064
H -5.666 -3.573 2.912
H -4.138 -3.069 3.647
H -4.142 -4.192 2.266
H -4.945 3.236 2.170
H -3.618 4.231 1.560
H -3.271 2.773 2.517
H -4.027 -2.666 -1.617
H -2.555 -3.579 -1.202
H -2.692 -2.764 -2.770
H -3.352 3.600 -4.297
H -2.549 3.689 -2.700
H -4.332 3.677 -2.817
H 0.780 1.931 3.019
H -0.655 2.836 3.577
H 0.449 3.566 2.396
H -7.841 0.254 1.382
H -6.580 -0.685 0.577
H -6.668 1.076 0.357
C 6.669 -1.426 0.143
C 5.717 -2.502 -0.312
S 4.090 -2.290 0.357
O 3.467 -1.203 -0.471
C 3.306 -3.784 -0.193
C 3.465 -4.080 -1.663
H 7.639 -1.604 -0.320
H 6.814 -1.447 1.230
H 6.330 -0.432 -0.178
H 6.052 -3.492 0.036
H 5.651 -2.530 -1.396
H 2.259 -3.618 0.068
H 3.686 -4.600 0.433
H 3.298 -3.186 -2.268
H 2.720 -4.837 -1.950
H 4.449 -4.496 -1.911
C 0.914 -2.420 -4.781
C 0.338 -3.001 -3.665
C 0.572 -2.416 -2.426
N 1.299 -1.308 -2.279
C 1.866 -0.761 -3.365
C 1.709 -1.291 -4.627
H 0.743 -2.840 -5.753
H -0.273 -3.895 -3.745
H 0.178 -2.839 -1.510
H 2.442 0.139 -3.182
H 2.181 -0.839 -5.484
```

## Properties
2S+1   4
Energy   -11388.99361 a.u.
<S²>   3.7576
Charge   +2
Highest occupied orbital energy (spin up / spin down)   -11.351 / -11.412 eV
Gap between HOMO and LUMO (spin up / spin down)   6.431 / 6.490 eV

***

A molecular structure, C38H48Br2LaN6O10P2S2 in a non-equilibrium geometry, computed with the ωB97M-V functional and the def2-TZVPD basis.

XYZ file:
```
109
Properties=species:S:1:pos:R:3
La -0.633 -0.846 -0.542
C -4.272 3.804 1.128
S -4.523 3.350 -0.588
C -3.960 1.687 -0.546
S -1.152 1.817 -1.358
N -3.740 1.147 0.581
N -3.138 -0.101 0.611
C -3.890 -1.067 0.933
C -3.313 -2.388 1.277
C -4.157 -3.428 1.629
C -3.606 -4.639 2.011
C -2.227 -4.761 2.051
C -1.463 -3.669 1.673
N -1.980 -2.509 1.276
H -4.564 4.850 1.209
H -4.879 3.196 1.794
H -3.219 3.689 1.382
H -4.972 -0.963 0.999
H -5.229 -3.284 1.595
H -4.244 -5.471 2.280
H -1.748 -5.680 2.360
H -0.380 -3.721 1.697
O 2.860 -4.343 -0.175
C 1.822 -3.555 -0.454
O 1.819 -2.359 -0.275
C 0.639 -4.287 -1.008
C 0.603 -5.647 -1.228
C -0.592 -6.193 -1.697
C -1.681 -5.367 -1.895
C -1.541 -4.004 -1.651
N -0.397 -3.480 -1.231
C -2.725 -3.049 -1.769
O -3.838 -3.528 -1.878
O -2.384 -1.815 -1.683
H 3.560 -3.772 0.182
H 1.473 -6.258 -1.037
H -0.666 -7.255 -1.888
H -2.643 -5.733 -2.224
Br -5.374 2.233 -5.618
C -4.318 1.534 -4.219
C -4.670 1.680 -2.952
C -3.796 1.015 -1.909
N -2.373 1.006 -2.316
C -2.124 0.738 -3.651
C -3.075 0.888 -4.591
C -0.798 0.182 -4.057
C -0.318 0.388 -5.346
C 0.831 -0.270 -5.736
Br 1.499 -0.021 -7.472
C 1.492 -1.110 -4.855
C 0.963 -1.210 -3.583
N -0.135 -0.572 -3.183
H -5.564 2.217 -2.668
H -4.098 -0.035 -1.796
H -2.926 0.549 -5.604
H -0.832 1.058 -6.018
H 2.386 -1.645 -5.137
H 1.457 -1.825 -2.837
C -1.102 2.540 3.912
C -0.814 1.106 4.290
C -1.845 0.129 3.786
O 0.542 0.737 3.833
P 1.087 0.385 2.420
O 0.326 -0.651 1.664
C 1.203 1.889 1.438
P 2.009 1.629 -0.162
O 1.500 0.397 -0.822
O 3.521 1.585 0.213
C 4.589 1.070 -0.656
C 4.440 1.571 -2.075
C 4.615 -0.438 -0.556
O 1.764 2.870 -1.057
C 1.924 4.311 -0.837
C 0.642 4.861 -0.252
C 3.159 4.643 -0.031
O 2.549 -0.082 2.732
C 3.357 0.468 3.834
C 3.237 -0.477 5.006
C 4.773 0.624 3.342
H -1.996 2.881 4.435
H -1.296 2.633 2.840
H -0.277 3.198 4.189
H -0.720 1.021 5.370
H -2.000 0.231 2.715
H -2.795 0.340 4.282
H -1.560 -0.901 4.000
H 1.713 2.672 2.003
H 0.181 2.213 1.205
H 5.484 1.497 -0.206
H 3.520 1.205 -2.538
H 5.283 1.198 -2.659
H 4.446 2.659 -2.127
H 3.725 -0.871 -1.018
H 4.648 -0.757 0.484
H 5.505 -0.809 -1.068
H 2.048 4.686 -1.850
H 0.572 4.659 0.822
H -0.225 4.430 -0.754
H 0.621 5.944 -0.384
H 3.111 4.246 0.985
H 3.227 5.730 0.043
H 4.071 4.275 -0.499
H 2.942 1.443 4.102
H 3.656 -1.450 4.744
H 2.200 -0.609 5.309
H 3.797 -0.080 5.855
H 5.205 -0.352 3.113
H 5.372 1.081 4.132
H 4.821 1.255 2.459
```

## Properties
Energy   -9216.71121 a.u.
Charge   +1
Highest occupied orbital energy   -8.938 eV
Gap between HOMO and LUMO   6.246 eV